Entry 1:
{
  "formula": "Br2ClIMnO4",
  "method": "ωB97M-V with the def2-TZVPD basis set",
  "species": ["Mn", "I", "Br", "Br", "Cl", "O", "O", "O", "O"],
  "coordinates": [[-0.0183, 1.6024, -0.7532], [2.7322, 1.6509, -0.4202], [-1.2515, 2.7132, 1.0938], [-0.7351, 2.8651, -2.8023], [-0.1520, -1.7814, 0.5875], [-0.1975, -1.2760, 1.9319], [-0.3807, -0.6481, -0.3247], [1.1532, -2.3297, 0.2765], [-1.1504, -2.7965, 0.4105]],
  "forces_ev_per_a": [[0.30, -0.24, 0.40], [-0.09, 0.02, -0.09], [-0.13, 0.04, 0.18], [-0.03, -0.21, -0.19], [1.40, 0.50, 0.33], [0.02, -0.22, -0.09], [-0.48, -0.10, -0.36], [-0.58, 0.11, 0.20], [-0.42, 0.09, -0.38]],
  "lumo_ev": [5.13, 5.11],
  "gap_ev": [7.325, 7.428],
  "total_energy_ev": -200218.1040,
  "spin_multiplicity": 6,
  "s2": 8.76,
  "e_homo_ev": [-2.199, -2.315],
  "charge": -2
}


Entry 2:
{
  "formula": "Br2FH2PSi",
  "method": "ωB97M-V with the def2-TZVPD basis set",
  "species": ["F", "Si", "P", "Br", "Br", "H", "H"],
  "coordinates": [[1.6320, -0.0458, 2.0518], [1.2720, 0.1273, 0.4639], [-2.2105, 0.3866, -0.7423], [2.3944, -1.6119, -0.4887], [2.5468, 1.8632, -0.1699], [-3.0691, -0.0318, 0.4058], [-2.5656, -0.6876, -1.5205]],
  "forces_ev_per_a": [[-0.68, 0.16, -1.05], [1.42, -0.50, 0.58], [-0.12, 0.72, 1.67], [-0.68, 0.31, 0.21], [-0.57, -0.02, 0.08], [0.83, 0.25, -1.07], [-0.20, -0.91, -0.42]],
  "lumo_ev": [-1.90, -2.65],
  "gap_ev": [7.426, 6.905],
  "total_energy_ev": -160002.2735,
  "e_homo_ev": [-9.327, -9.559],
  "charge": 0
}


Entry 3:
{
  "formula": "Br2FH2PSi",
  "method": "ωB97M-V with the def2-TZVPD basis set",
  "species": ["F", "Si", "P", "Br", "Br", "H", "H"],
  "coordinates": [[-1.1980, 0.2371, -0.6294], [-2.3785, 0.0271, 0.4420], [2.9750, 0.2128, 0.4108], [-3.1882, -1.9779, -0.1036], [-3.8115, 1.6553, -0.0691], [3.3657, 0.0432, -0.9184], [4.2355, -0.1975, 0.8677]],
  "forces_ev_per_a": [[0.00, 0.00, 0.43], [0.00, -0.02, -0.90], [-0.40, 0.14, 0.31], [-0.01, 0.18, 0.24], [0.04, -0.16, 0.23], [0.09, -0.05, -0.45], [0.28, -0.09, 0.14]],
  "lumo_ev": [-2.42, -1.27],
  "gap_ev": [6.625, 7.956],
  "total_energy_ev": -160002.2390,
  "e_homo_ev": [-9.043, -9.230],
  "charge": 0
}


Entry 4:
{
  "formula": "Br2H2N2S",
  "method": "ωB97M-V with the def2-TZVPD basis set",
  "species": ["N", "N", "S", "Br", "Br", "H", "H"],
  "coordinates": [[-0.1161, -0.0850, -0.1333], [-3.2966, -0.7128, -2.7839], [-3.7485, 0.5955, -2.4065], [-1.3262, 1.3279, -0.2376], [-3.1935, 2.2691, -3.9486], [0.8186, 0.3038, -0.2361], [-0.1834, -0.4848, 0.7978]],
  "forces_ev_per_a": [[0.24, -0.45, -0.18], [-0.06, -0.39, 0.03], [0.04, 0.21, -0.27], [0.14, 0.25, 0.26], [-0.06, 0.06, 0.12], [-0.22, 0.11, 0.05], [-0.08, 0.20, -0.01]],
  "lumo_ev": -1.31,
  "gap_ev": 8.499,
  "total_energy_ev": -153930.4195,
  "e_homo_ev": -9.811,
  "charge": 0
}